92
Properties=species:S:1:pos:R:3 method="wB97M-V/def2-TZVPD" gap_ev=5.70 e_lumo_ev=3.53 largest_force_ha_per_bohr=0.0023 total_charge=-2
Sn -0.605 -0.699 1.138
I -0.348 0.227 6.457
C 1.089 0.961 5.132
C 2.322 1.398 5.627
C 3.290 1.855 4.778
I 5.118 2.470 5.604
C 3.054 1.920 3.379
C 3.993 2.353 2.417
C 3.651 2.390 1.096
C 2.348 2.017 0.723
N 1.460 1.591 1.585
C 1.790 1.510 2.891
C 0.768 0.943 3.770
O -0.327 0.486 3.312
H 2.506 1.360 6.693
H 4.987 2.637 2.737
H 4.362 2.688 0.337
H 2.039 2.062 -0.316
F 4.379 -2.146 -3.001
C 4.308 -2.507 -1.709
F 5.494 -3.031 -1.370
F 3.385 -3.459 -1.596
S 3.905 -1.026 -0.683
O 2.614 -0.625 -1.161
O 5.036 -0.171 -0.923
N 3.960 -1.532 0.794
S 2.811 -2.250 1.601
O 2.519 -1.560 2.821
O 1.721 -2.775 0.824
C 3.745 -3.742 2.154
F 2.943 -4.524 2.883
F 4.185 -4.456 1.111
F 4.799 -3.413 2.904
O -3.968 -6.169 -0.120
C -4.074 -5.135 0.858
C -3.034 -4.009 0.728
C -1.635 -4.616 0.843
O -1.453 -5.338 2.056
C -3.368 -3.015 1.865
Se -1.917 -2.187 2.903
C -3.206 -3.339 -0.635
Se -2.042 -1.794 -1.016
H -3.111 -6.588 0.015
H -3.997 -5.564 1.862
H -5.076 -4.714 0.737
H -0.877 -3.840 0.734
H -1.471 -5.320 0.021
H -1.260 -4.663 2.727
H -3.969 -3.518 2.626
H -3.969 -2.201 1.458
H -4.242 -3.006 -0.728
H -3.025 -4.069 -1.424
O -0.754 3.064 -0.756
S -0.884 1.930 -1.712
C -2.665 1.900 -2.156
C -2.974 1.541 -3.577
C -2.819 0.235 -4.040
C -3.059 -0.066 -5.374
C -3.462 0.924 -6.260
C -3.632 2.223 -5.803
C -3.388 2.526 -4.472
C -0.222 2.560 -3.295
C 1.225 2.889 -3.083
C 1.612 4.195 -2.801
C 2.942 4.495 -2.552
C 3.896 3.486 -2.568
C 3.515 2.175 -2.819
C 2.184 1.880 -3.078
H -2.994 2.912 -1.913
H -3.092 1.192 -1.442
H -2.519 -0.543 -3.345
H -2.929 -1.085 -5.717
H -3.647 0.683 -7.300
H -3.953 3.003 -6.484
H -3.518 3.543 -4.117
H -0.802 3.440 -3.580
H -0.362 1.773 -4.037
H 0.860 4.973 -2.757
H 3.231 5.515 -2.326
H 4.935 3.714 -2.361
H 4.242 1.377 -2.766
H 1.884 0.850 -3.227
C -1.604 2.985 2.392
C -2.455 1.755 2.317
C -3.273 1.377 3.518
O -2.513 1.073 1.304
H -2.263 3.853 2.271
H -0.864 2.978 1.596
H -1.134 3.053 3.374
H -3.388 2.202 4.221
H -2.727 0.564 4.008
H -4.240 0.990 3.199

91
Properties=species:S:1:pos:R:3 method="wB97M-V/def2-TZVPD" gap_ev="4.19 / 4.23" e_lumo_ev="3.91 / 3.94" largest_force_ha_per_bohr=0.1056 multiplicity=7 total_charge=-2 s_squared=12.038
Eu 17.587 12.187 17.977
C 19.005 7.782 19.519
Si 17.464 8.528 18.787
C 17.948 8.680 16.970
C 16.048 7.229 18.866
N 17.040 10.098 19.425
C 16.217 10.192 20.493
C 16.323 9.429 21.696
C 15.276 9.335 22.562
C 14.163 10.213 22.511
C 14.071 11.062 21.402
C 15.060 11.043 20.457
F 14.903 11.974 19.478
H 19.451 8.489 20.204
H 19.690 7.636 18.654
H 18.810 6.839 20.053
H 18.092 7.687 16.495
H 18.920 9.134 16.917
H 17.195 9.253 16.439
H 15.506 7.236 19.832
H 16.445 6.236 18.766
H 15.347 7.419 18.062
H 17.181 8.771 21.777
H 15.289 8.626 23.369
H 13.427 10.257 23.343
H 13.260 11.763 21.293
Cl 17.183 19.317 20.590
C 17.235 17.608 20.445
C 16.431 17.011 19.450
C 16.494 15.653 19.221
Cl 15.686 14.955 17.858
C 17.360 14.818 19.958
O 17.412 13.534 19.855
C 18.154 15.471 20.984
Cl 19.161 14.432 21.926
C 18.163 16.848 21.187
H 15.678 17.590 18.933
H 18.669 17.348 22.048
O 19.692 11.599 18.377
N 20.724 12.368 18.720
C 21.704 11.744 19.510
C 22.804 12.514 19.862
C 22.859 13.878 19.510
C 21.902 14.440 18.728
C 20.777 13.664 18.279
S 19.718 14.379 17.165
H 21.504 10.683 19.745
H 23.637 12.146 20.470
H 23.706 14.436 19.908
H 22.032 15.450 18.396
S 14.797 11.345 16.460
C 14.594 11.354 14.791
N 13.625 10.605 14.158
C 13.413 10.493 12.733
C 13.959 11.733 12.047
N 15.345 12.008 12.553
C 16.216 12.813 11.693
C 16.414 12.219 10.317
C 16.837 10.887 10.207
C 17.175 10.368 8.958
C 17.119 11.188 7.797
C 16.571 12.450 7.919
C 16.227 12.974 9.198
C 15.421 12.156 13.901
S 16.730 13.104 14.602
C 12.855 9.582 14.889
C 11.391 9.982 15.223
C 11.022 10.944 16.172
C 9.660 11.260 16.392
C 8.679 10.586 15.675
C 9.015 9.517 14.860
C 10.367 9.199 14.663
H 12.364 10.355 12.486
H 13.940 9.591 12.348
H 13.334 12.588 12.313
H 13.945 11.634 10.955
H 17.185 12.745 12.135
H 15.809 13.845 11.633
H 16.978 10.249 11.090
H 17.434 9.313 8.825
H 17.584 10.869 6.892
H 16.390 13.025 7.051
H 15.779 13.951 9.315
H 13.266 9.206 15.804
H 12.848 8.742 14.144
H 11.833 11.475 16.657
H 9.372 12.152 17.001
H 7.625 10.861 15.765
H 8.211 8.957 14.282
H 10.620 8.323 14.105
Se 18.113 11.429 14.871

41
Properties=species:S:1:pos:R:3 method="wB97M-V/def2-TZVPD" gap_ev=8.41 smiles="O=C(O)[C@H](Cc1c[nH]c2ccccc12)NC(=O)[C@@H]1CCCN1" e_lumo_ev=0.53 largest_force_ha_per_bohr=0.0532 total_charge=0
O -1.064 0.241 2.461
C -0.101 -0.495 2.492
O 0.871 -0.373 3.497
C 0.337 -1.397 1.348
C 1.604 -0.795 0.715
C 1.370 0.543 0.089
C 0.894 0.777 -1.119
N 0.707 2.181 -1.262
C 1.172 2.764 -0.093
C 1.366 4.115 0.129
C 1.966 4.429 1.345
C 2.323 3.477 2.306
C 2.183 2.135 1.994
C 1.658 1.777 0.729
N -0.780 -1.402 0.374
C -0.846 -2.350 -0.628
O 0.126 -2.907 -1.078
C -2.230 -2.441 -1.270
C -2.359 -3.377 -2.472
C -2.868 -2.540 -3.626
C -2.366 -1.150 -3.249
N -2.354 -1.046 -1.775
H 1.329 -1.223 3.575
H 0.475 -2.431 1.697
H 2.501 -0.714 1.332
H 2.012 -1.458 -0.092
H 0.424 0.072 -1.788
H 0.752 2.700 -2.150
H 1.017 4.942 -0.489
H 2.160 5.473 1.645
H 2.752 3.792 3.249
H 2.417 1.305 2.691
H -1.581 -0.782 0.549
H -2.994 -2.619 -0.506
H -2.961 -4.221 -2.253
H -1.358 -3.821 -2.749
H -2.634 -2.796 -4.689
H -3.996 -2.619 -3.590
H -2.840 -0.307 -3.856
H -1.273 -1.213 -3.602
H -3.294 -0.755 -1.500

48
Properties=species:S:1:pos:R:3 method="wB97M-V/def2-TZVPD" gap_ev="7.21 / 6.67" e_lumo_ev="-4.35 / -4.84" largest_force_ha_per_bohr=0.0519 multiplicity=2 total_charge=+1 s_squared=0.759
Re 0.570 0.290 -0.416
C 0.979 1.983 1.408
C 0.313 1.061 2.189
C 0.905 -0.227 1.979
C 2.038 -0.074 1.148
C 2.066 1.319 0.742
C 3.297 1.999 0.210
C 3.254 -0.955 1.162
C 0.527 -1.534 2.608
C -0.837 1.350 3.085
C 0.683 3.445 1.278
H 3.044 2.863 -0.405
H 3.892 1.327 -0.402
H 3.921 2.351 1.036
H 3.012 -2.005 0.993
H 3.746 -0.875 2.134
H 3.979 -0.660 0.407
H 0.809 -2.372 1.973
H -0.538 -1.606 2.835
H 1.057 -1.651 3.558
H -1.450 0.467 3.268
H -1.476 2.135 2.676
H -0.482 1.700 4.058
H 0.954 3.818 0.291
H 1.272 4.009 2.007
H -0.366 3.675 1.459
S -0.534 0.525 -2.432
C 0.478 -0.133 -3.684
C -0.010 -0.086 -5.043
N -0.428 -0.033 -6.111
C 1.642 -0.683 -3.346
S 2.091 -0.754 -1.652
C 2.551 -1.281 -4.293
N 3.284 -1.775 -5.028
O -1.378 0.580 0.093
S -2.538 -0.398 0.572
C -3.868 -0.071 -0.598
C -4.284 -1.437 -1.147
C -2.979 -2.197 -1.371
C -2.193 -2.037 -0.070
H -3.400 0.561 -1.356
H -4.651 0.487 -0.088
H -4.869 -1.317 -2.057
H -4.910 -1.960 -0.420
H -2.416 -1.753 -2.193
H -3.139 -3.248 -1.602
H -1.106 -2.091 -0.165
H -2.509 -2.732 0.710